# 1
{"formula": "C30H54BCl18FIN2O5", "method": "ωB97M-V with the def2-TZVPD basis set", "energy_ev": -282082.5285, "largest_force_ev_per_a": 8.6, "gap_ev": 9.4, "lumo_ev": -2.223, "multiplicity": 1, "total_charge": 1, "symbols": ["C", "O", "C", "N", "C", "C", "C", "F", "C", "C", "C", "C", "C", "N", "C", "C", "O", "C", "O", "C", "O", "B", "C", "O", "C", "C", "C", "C", "C", "C", "C", "C", "C", "I", "H", "H", "H", "H", "H", "H", "H", "H", "H", "H", "H", "H", "H", "H", "H", "H", "H", "H", "H", "H", "H", "H", "H", "H", "H", "H", "H", "H", "H", "H", "H", "H", "H", "H", "H", "H", "H", "H", "H", "H", "H", "H", "H", "H", "H", "H", "H", "H", "C", "Cl", "Cl", "Cl", "H", "C", "Cl", "Cl", "Cl", "H", "C", "Cl", "Cl", "Cl", "H", "C", "Cl", "Cl", "Cl", "H", "C", "Cl", "Cl", "Cl", "H", "C", "Cl", "Cl", "Cl", "H"], "xyz": [[-1.6661, 1.3201, 2.4777], [-1.4395, 0.9384, 1.0628], [-0.8102, -0.4232, 0.9926], [0.0563, -0.7635, -0.1909], [0.8945, 0.5363, -0.2649], [2.3174, 0.5404, -1.0113], [2.4871, 1.9892, -1.8312], [3.9087, 2.2356, -2.2294], [-0.6374, -0.7690, -1.5695], [-2.0472, 0.0247, -1.6838], [-2.8107, 0.1472, -3.0967], [-1.9545, 0.7925, -4.3420], [-1.1605, 2.1850, -3.9698], [-0.2565, 2.6265, -5.1015], [-0.8729, 3.9164, -5.6256], [0.1785, 5.1999, -5.8274], [-2.1800, 4.0696, -5.9413], [-0.5687, -2.2323, -2.3549], [-1.1090, -2.2776, -3.7053], [-1.1109, -3.3492, -1.2991], [-2.2687, -2.8786, -0.4562], [-1.7924, -4.6994, -1.8895], [-1.5452, -6.2709, -1.5052], [-2.9138, -4.5160, -2.8840], [0.2093, -3.4822, -0.3444], [1.3135, -4.6024, -0.7484], [2.0530, -4.6981, -2.1478], [3.2141, -3.5418, -2.4882], [1.2655, -4.9371, -3.5424], [0.8795, -2.0014, 0.0921], [1.5886, -2.2456, 1.4979], [3.1466, -1.8067, 1.7292], [4.1964, -2.0784, 0.5198], [3.3807, 0.1976, 2.6908], [-2.4254, 2.2063, 2.5689], [-1.9717, 0.3727, 3.1358], [-0.6297, 1.6972, 2.8943], [-0.1888, -0.2655, 2.0050], [-1.6448, -1.1677, 1.2889], [1.1172, 0.9818, 0.8211], [0.2718, 1.4085, -0.7977], [3.2796, 0.4444, -0.3558], [2.4237, -0.2857, -1.8668], [1.9875, 2.8894, -1.2746], [1.9054, 1.8109, -2.8584], [0.0435, -0.1253, -2.3211], [-2.8661, -0.2782, -0.8689], [-1.7877, 1.1702, -1.4456], [-3.2959, -0.8771, -3.4723], [-3.7469, 0.8717, -2.9396], [-2.7606, 1.0889, -5.1714], [-1.2142, 0.0554, -4.8688], [-1.8678, 3.0433, -3.5620], [-0.4442, 1.9140, -3.0548], [0.7274, 2.7938, -4.7390], [-0.4153, 6.1567, -6.1891], [0.7536, 5.3826, -4.8247], [0.9303, 4.8954, -6.6810], [0.6010, -2.3810, -2.5710], [-0.4690, -1.9397, -4.4055], [-2.5017, -3.7218, 0.0693], [-2.3475, -6.9904, -2.0181], [-0.4959, -6.7068, -1.7810], [-1.7136, -6.3731, -0.3335], [-3.6662, -3.9889, -2.4430], [-0.2501, -3.8649, 0.6943], [0.9106, -5.6918, -0.4610], [2.2295, -4.4967, 0.0201], [2.7424, -5.6787, -2.0553], [3.6044, -3.8422, -3.5764], [2.7763, -2.4652, -2.5962], [4.1425, -3.6399, -1.7841], [0.8390, -3.9516, -4.0625], [2.0817, -5.3305, -4.3232], [0.4548, -5.8138, -3.5258], [1.7452, -2.0178, -0.7340], [1.0400, -1.8710, 2.4913], [1.5902, -3.4211, 1.7420], [3.5335, -2.5134, 2.6167], [4.4907, -3.2353, 0.5287], [3.8988, -1.6851, -0.5359], [5.2098, -1.5158, 0.8065], [0.8855, 8.5443, -3.0925], [2.0140, 9.7904, -2.5327], [0.7480, 8.5776, -4.8588], [1.4027, 6.9426, -2.5390], [-0.0988, 8.7546, -2.6665], [-5.6945, 1.4439, 2.6456], [-4.6784, 2.8955, 2.6382], [-5.4318, 0.4932, 1.1735], [-5.3688, 0.4639, 4.0853], [-6.7414, 1.7565, 2.6714], [-0.9023, 1.2546, 6.2459], [-0.8495, 2.9147, 5.6287], [-2.4445, 0.4861, 5.8330], [0.4540, 0.3101, 5.6073], [-0.8154, 1.2892, 7.3348], [-1.1732, 4.0293, 9.3903], [-1.5297, 4.7551, 10.9670], [-1.0979, 2.2638, 9.5208], [-2.3871, 4.5134, 8.1939], [-0.1975, 4.3919, 9.0570], [1.6763, -1.7615, 9.2101], [2.0998, -1.9582, 10.9194], [0.7205, -0.2887, 8.9714], [3.1368, -1.7245, 8.2077], [1.0705, -2.6184, 8.9046], [0.4705, 4.0151, 1.3504], [0.6525, 5.7654, 1.5577], [-0.4980, 3.6565, -0.0895], [2.0568, 3.2330, 1.2436], [-0.0515, 3.6172, 2.2243]]}

# 2
{"formula": "C17H13F3N2O3S", "method": "ωB97M-V with the def2-TZVPD basis set", "relative_energy_kcal_mol": 1.6, "energy_ev": -45951.6491, "largest_force_ev_per_a": 0.9, "gap_ev": 9.3, "lumo_ev": 0.272, "multiplicity": 1, "total_charge": 0, "symbols": ["O", "C", "N", "H", "C", "C", "O", "S", "C", "C", "H", "H", "H", "H", "H", "C", "C", "N", "C", "C", "C", "H", "H", "O", "C", "C", "C", "C", "C", "C", "H", "H", "H", "C", "F", "F", "F", "H", "H"], "xyz": [[2.6535, -1.5185, -1.6891], [2.6643, -0.5478, -0.9637], [3.8083, -0.0859, -0.3838], [3.7558, 0.6439, 0.3091], [5.0497, -0.8208, -0.4978], [5.6102, -1.0030, 0.9118], [5.2404, -1.8015, 1.7195], [6.8492, 0.2136, 1.2327], [6.7239, 0.9708, -0.4296], [6.1008, -0.0878, -1.3258], [6.8628, -0.8009, -1.6426], [5.6516, 0.3613, -2.2111], [6.1040, 1.8633, -0.3461], [7.7236, 1.2597, -0.7444], [4.7897, -1.7936, -0.9315], [1.4421, 0.2391, -0.6507], [0.2131, -0.4099, -0.6919], [-0.9390, 0.1811, -0.4355], [-0.9380, 1.4689, -0.1348], [0.2409, 2.2300, -0.0854], [1.4374, 1.6036, -0.3458], [2.3521, 2.1795, -0.3421], [0.1807, 3.2810, 0.1449], [-2.0711, 2.1469, 0.1193], [-3.3362, 1.6259, 0.1608], [-3.6665, 0.2774, 0.1319], [-5.0053, -0.0844, 0.2121], [-6.0130, 0.8623, 0.3123], [-5.6688, 2.2041, 0.3444], [-4.3451, 2.5852, 0.2710], [-4.0638, 3.6263, 0.2968], [-6.4396, 2.9541, 0.4264], [-7.0450, 0.5546, 0.3701], [-5.3543, -1.5458, 0.1497], [-6.5388, -1.8241, 0.7162], [-4.4491, -2.3242, 0.7605], [-5.4356, -1.9904, -1.1201], [-2.8981, -0.4729, 0.0471], [0.1614, -1.4607, -0.9399]]}

# 3
{"formula": "C3H5F2P", "method": "ωB97M-V with the def2-TZVPD basis set", "relative_energy_kcal_mol": 141.4, "energy_ev": -17909.9672, "largest_force_ev_per_a": 3.2, "gap_ev": [8.0, 9.5], "lumo_ev": [-0.419, 0.348], "multiplicity": 1, "total_charge": 0, "symbols": ["C", "C", "C", "F", "F", "P", "H", "H", "H", "H", "H"], "xyz": [[2.1266, 0.4923, 0.0689], [-1.0973, 0.9259, 0.8006], [-0.3299, 1.5977, -0.2986], [2.5241, 0.5103, 1.3674], [-0.5110, 1.0643, -1.5042], [2.7197, -0.3727, -1.1948], [-0.5999, 1.2835, 1.6416], [-2.2178, 1.3273, 0.9714], [-1.0788, -0.1310, 0.5876], [-0.1950, 2.7765, -0.4140], [3.7634, -0.7126, -0.3795]]}

# 4
{"formula": "C22H17N3O5", "method": "ωB97M-V with the def2-TZVPD basis set", "relative_energy_kcal_mol": 5.9, "energy_ev": -37795.8940, "largest_force_ev_per_a": 3.1, "gap_ev": 8.3, "lumo_ev": 0.259, "multiplicity": 1, "total_charge": 0, "symbols": ["O", "O", "O", "O", "O", "C", "C", "C", "C", "C", "C", "C", "C", "C", "C", "C", "C", "C", "C", "C", "C", "C", "C", "C", "C", "C", "C", "N", "N", "N", "H", "H", "H", "H", "H", "H", "H", "H", "H", "H", "H", "H", "H", "H", "H", "H", "H"], "xyz": [[3.8153, -0.1872, -5.9484], [1.4445, -1.7002, 1.1337], [-2.0935, 0.2834, 7.3964], [-4.1521, 1.3660, -3.3252], [6.4578, -0.1375, -5.6415], [4.1663, -0.2838, -4.7898], [0.5320, -0.9429, 0.7874], [-0.7701, -0.1722, 7.4374], [-2.4278, 0.2979, 6.0807], [-0.3081, -0.4975, 6.1977], [-2.3477, 0.1248, 2.9080], [-1.3968, -0.1889, 5.3031], [-1.7502, -0.0909, 1.5677], [-1.3935, -0.2815, 3.8390], [-0.5194, -0.6484, 1.7658], [-3.2793, -0.3259, -1.9129], [-3.3249, 1.9808, -1.1848], [-2.6340, -0.6807, -0.6945], [-2.7064, 1.6273, 0.0305], [3.6549, -0.7810, -2.4184], [1.9201, 0.1564, -3.8361], [2.7504, -0.8209, -1.3676], [1.0408, 0.1568, -2.7728], [-3.5572, 1.0150, -2.1549], [-2.3326, 0.2839, 0.3004], [3.2480, -0.3155, -3.6633], [1.4426, -0.3449, -1.5325], [5.5437, -0.2120, -4.5614], [-0.3385, -0.7962, 3.1032], [0.5428, -0.3050, -0.4631], [-4.1230, 2.3145, -3.4808], [5.9924, -0.1602, -6.5042], [-0.2220, -0.2927, 8.3462], [-3.3977, 0.7163, 5.6741], [0.6217, -0.9856, 5.9370], [-3.3182, 0.5848, 3.0856], [-3.5105, -1.0778, -2.6767], [-3.7030, 2.9760, -1.3061], [-2.4540, -1.7432, -0.5258], [-2.5524, 2.3960, 0.7903], [4.6417, -1.1567, -2.1714], [1.5630, 0.4758, -4.8321], [3.1142, -1.1936, -0.4205], [0.0446, 0.5731, -2.8664], [5.8983, -0.0772, -3.6112], [0.4859, -1.2192, 3.5463], [-0.3082, 0.2902, -0.5680]]}